(1)
Molecular formula: C44H26N11OSn
Method: DFT, ωB97M-V/def2-TZVPD

Last column: Mulliken charge in e.
Atoms and positions in Å:
Sn 0.9043 -0.5181 -0.5046  0.95
C 1.5826 -4.4377 5.1436  -0.66
C 0.2285 -4.7051 4.9700  -0.74
C -0.5344 -4.0021 4.0351  -0.11
C 0.1165 -3.0452 3.2922  0.20
C -0.3410 -2.1529 2.2001  -0.44
N -1.5828 -2.0526 1.8634  -0.29
C -1.9818 -1.1935 0.8765  -0.18
C -3.4102 -1.0708 0.5393  0.60
C -4.5321 -1.6239 1.1306  -0.23
C -5.7650 -1.2932 0.5821  -0.81
C -5.8528 -0.4300 -0.5113  -0.99
C -4.7145 0.1238 -1.0930  -0.04
C -3.4962 -0.2261 -0.5501  -0.69
C -2.0886 0.1927 -0.9242  0.93
N -2.0167 1.6365 -0.9951  -0.47
C -0.9464 2.2698 -0.7635  -0.80
N 0.3383 1.7626 -0.4460  0.43
C 1.1431 2.7895 -0.2571  0.16
N 2.4682 2.7729 0.0162  -0.55
C 3.0076 1.7761 0.6424  0.16
N 2.3494 0.6695 1.1208  -0.43
C 3.2500 -0.0841 1.7753  0.11
N 3.0241 -1.2145 2.4269  -0.59
C 1.8076 -1.7406 2.4697  0.21
N 0.7404 -1.4412 1.7034  0.04
C 1.4644 -2.7806 3.4635  -0.23
C 2.2277 -3.4586 4.3871  -0.04
C 4.5960 0.5315 1.7139  0.05
C 5.8144 0.1459 2.2228  -0.06
C 6.9052 0.9755 1.9565  -0.66
C 6.7577 2.1439 1.2176  -0.64
C 5.5115 2.5323 0.7204  -0.17
C 4.4476 1.7011 0.9832  0.10
C 0.4439 4.0699 -0.4718  0.01
C 0.8729 5.3774 -0.3865  -0.17
C -0.0665 6.3695 -0.6577  -0.71
C -1.3792 6.0457 -0.9949  -0.73
C -1.7995 4.7184 -1.0696  -0.39
C -0.8590 3.7495 -0.8053  -0.03
N -1.2492 -0.4322 0.1160  0.00
H 2.1449 -5.0015 5.8761  0.41
H -0.2391 -5.4761 5.5682  0.42
H -1.5911 -4.1932 3.9014  0.60
H -4.4425 -2.2827 1.9846  0.60
H -6.6708 -1.7016 1.0107  0.44
H -6.8279 -0.1821 -0.9108  0.45
H -4.7802 0.7926 -1.9411  0.55
H 3.2775 -3.2341 4.5207  0.58
H 5.9184 -0.7595 2.8058  0.57
H 7.8828 0.7059 2.3336  0.41
H 7.6237 2.7635 1.0255  0.41
H 5.3825 3.4479 0.1578  0.56
H 1.8933 5.6222 -0.1224  0.57
H 0.2282 7.4094 -0.6054  0.43
H -2.0844 6.8413 -1.1977  0.44
H -2.8177 4.4522 -1.3228  0.58
O -2.7068 0.4403 -3.9997  -0.57
C -1.7150 0.4424 -3.3212  -0.21
N -1.5804 -0.4081 -2.1543  1.23
C -2.1825 -1.7157 -2.4391  -1.04
C -1.8523 -2.7819 -1.4228  0.50
C -2.8360 -3.6778 -1.0283  -0.53
C -2.4950 -4.7223 -0.1839  -0.73
C -1.1831 -4.8379 0.2455  -0.70
C -0.2731 -3.8825 -0.1795  -0.40
N -0.5953 -2.8751 -0.9904  -0.13
C -0.5075 1.2476 -3.6959  0.46
C -0.6663 2.3260 -4.5560  -0.83
C 0.4587 3.0505 -4.9063  -0.38
C 1.6890 2.6570 -4.4013  -0.77
C 1.7418 1.5589 -3.5531  -0.15
N 0.6646 0.8666 -3.1916  -0.06
H -1.7867 -2.0322 -3.4061  0.77
H -3.2665 -1.6518 -2.5466  0.47
H -3.8516 -3.5582 -1.3835  0.44
H -3.2443 -5.4355 0.1349  0.46
H -0.8704 -5.6382 0.9016  0.51
H 0.7639 -3.9216 0.1424  0.63
H -1.6515 2.5750 -4.9249  0.50
H 0.3794 3.9071 -5.5624  0.47
H 2.5963 3.1859 -4.6615  0.43
H 2.6866 1.2261 -3.1385  0.49

Forces on atoms 1 to 3 (eV/Å):
Sn 0.04 -0.16 -0.04
C 0.01 0.03 -0.02
C -0.02 0.00 -0.03

- frontier orbital gap (eV) = 6.29
- total energy (Eh) = -2584.13565
- lowest unoccupied orbital energy (eV) = -4.44
- energy relative to the best compared isomer or geometry (same formula, charge and spin) (eV) = 0.000
- net charge = +1
- highest occupied orbital energy (eV) = -10.73


(2)
Molecular formula: C44H27F5IN9O5STi
Method: DFT, ωB97M-V/def2-TZVPD

Last column: Mulliken spin population.
Atoms and positions in Å:
Ti -0.9823 0.6320 -0.0737  0.95
C 4.2398 -1.0779 3.3849  0.00
N 2.9258 -0.6564 2.9432  0.00
C 2.5017 -0.3413 1.7046  0.00
N 1.2325 -0.0355 1.7184  0.01
C 0.8973 -0.1863 3.0266  0.01
N 1.8888 -0.5614 3.8123  0.00
C 4.4739 -2.5592 3.1860  0.00
C 4.6572 -3.4264 4.2517  0.00
C 4.8648 -4.7818 4.0234  0.00
C 4.8673 -5.2866 2.7338  0.00
C 4.6628 -4.4238 1.6648  0.00
C 4.4841 -3.0704 1.8961  0.00
C 4.5660 -4.9323 0.2932  0.00
N 4.7523 -6.1142 -0.1687  0.00
N 4.4447 -6.0550 -1.5269  0.00
C 4.0999 -4.8410 -1.7642  0.00
O 4.1718 -4.0696 -0.6635  0.00
C 3.6159 -4.2266 -3.0043  0.00
C 3.3560 -5.0182 -4.1133  0.00
C 2.8303 -4.4348 -5.2543  0.00
C 2.5645 -3.0739 -5.2881  0.00
C 2.8426 -2.2727 -4.1881  0.00
C 2.6070 -0.7843 -4.2760  0.00
N 2.1968 -0.1799 -3.0218  0.00
C 1.2926 -0.6075 -2.1348  0.01
N 1.0568 0.3421 -1.2517  -0.03
C 1.8535 1.3642 -1.6672  0.02
N 2.5647 1.1028 -2.7397  0.00
C 3.3717 -2.8602 -3.0475  0.00
H 4.3241 -0.8111 4.4350  0.00
H 4.9797 -0.5068 2.8228  0.00
H 3.1475 -0.3290 0.8373  0.00
H -0.1043 -0.0249 3.3923  0.00
H 4.6228 -3.0445 5.2652  0.00
H 5.0038 -5.4516 4.8620  0.00
H 5.0066 -6.3430 2.5423  0.00
H 4.3251 -2.4100 1.0528  0.00
H 3.5440 -6.0829 -4.0581  0.00
H 2.6013 -5.0474 -6.1169  0.00
H 2.1232 -2.6309 -6.1732  0.00
H 1.8529 -0.5765 -5.0360  0.00
H 3.5206 -0.2690 -4.5674  0.00
H 0.8230 -1.5758 -2.1685  0.00
H 1.8852 2.3153 -1.1592  0.00
H 3.5794 -2.2548 -2.1745  0.00
F -2.4932 2.7874 -6.5234  0.00
C -2.3648 1.9424 -5.4875  0.00
C -1.7834 2.3583 -4.3132  0.00
F -1.3377 3.6183 -4.1939  0.00
C -1.6289 1.4596 -3.2802  0.03
F -0.9979 1.9244 -2.1674  0.00
C -2.0234 0.1314 -3.3345  -0.02
S -1.7957 -0.9828 -2.0104  0.00
C -2.6070 -0.2442 -4.5446  0.00
F -2.9950 -1.5164 -4.7280  0.00
C -2.7753 0.6305 -5.5962  0.00
F -3.3087 0.2039 -6.7542  0.00
N -2.1831 8.0727 6.2995  0.01
C -1.9266 7.2641 5.5204  -0.01
C -1.6042 6.2583 4.5434  0.03
C -1.7050 6.5374 3.1778  -0.01
C -1.4003 5.5712 2.2432  0.03
C -0.9803 4.2857 2.6381  -0.03
C -0.8829 4.0227 4.0177  0.03
C -1.1927 4.9889 4.9514  -0.01
C -0.6907 3.2874 1.6787  0.06
C -0.4631 2.4203 0.8343  -0.05
H -2.0315 7.5200 2.8610  0.00
H -1.4929 5.7805 1.1864  0.00
H -0.5604 3.0407 4.3362  0.00
H -1.1157 4.7726 6.0097  0.00
I -5.5032 1.9824 -3.3458  0.00
C -2.9431 1.4116 -0.1545  0.09
H -2.9805 2.4592 -0.4599  0.00
H -3.5498 0.8548 -0.8738  -0.02
O -2.5038 -2.0231 2.4276  0.05
C -2.5691 -0.9780 1.8116  0.00
O -1.5068 -0.5249 1.1292  0.01
C -3.7753 -0.1224 1.7389  0.29
C -4.9625 -0.7013 2.0863  -0.13
C -6.2195 -0.0658 1.9386  0.36
C -6.1926 1.2103 1.3978  -0.10
O -7.2697 2.0099 1.0847  0.00
C -6.6953 3.0710 0.3032  0.00
O -5.2961 3.0845 0.6047  0.07
C -5.0322 1.8541 1.1050  0.25
C -3.6668 1.3009 1.2135  -0.04
H -4.9208 -1.7237 2.4432  0.00
H -7.1488 -0.5584 2.1881  0.04
H -7.1330 4.0182 0.6127  0.00
H -6.8312 2.8793 -0.7644  0.00
H -3.0954 1.9053 1.9380  0.09

Forces on atoms 1 to 3 (eV/Å):
Ti 0.80 0.56 -2.74
C -0.13 -0.11 -0.05
N 0.07 0.11 0.07

- frontier orbital gap (alpha / beta) (eV) = 4.06 / 4.43
- total energy (Eh) = -4606.64684
- 2S+1 = 3
- lowest unoccupied orbital energy (alpha / beta) (eV) = 2.66 / 2.66
- net charge = -2
- highest occupied orbital energy (alpha / beta) (eV) = -1.39 / -1.76


(3)
Molecular formula: C44H31N3O8P2TeTi
Method: DFT, ωB97M-V/def2-TZVPD

Last column: Mulliken charge in e.
Atoms and positions in Å:
Ti -0.8826 0.3606 -1.1567  -1.06
Te 2.0703 -2.2180 -2.3244  0.36
C 3.6930 -2.2681 -0.9581  -0.12
C 3.8167 -3.2933 -0.0269  -0.11
C 4.8482 -3.2335 0.9009  -0.53
N 5.7408 -2.2460 0.9451  -0.64
C 5.6343 -1.2842 0.0313  -0.51
C 4.6357 -1.2477 -0.9355  -0.05
C 0.7972 -1.2305 -0.9592  -1.72
P 1.2200 0.1908 -0.0065  2.57
C 1.6079 -0.0341 1.7370  0.36
C 0.6782 0.3948 2.6810  -0.80
C 0.9233 0.1840 4.0319  -0.57
C 2.0880 -0.4525 4.4352  -0.89
C 3.0170 -0.8817 3.4930  -0.77
C 2.7770 -0.6764 2.1451  -0.03
C 2.5837 1.1075 -0.7562  1.34
C 2.6251 1.2564 -2.1440  -0.46
C 3.6211 2.0160 -2.7334  -0.84
C 4.5782 2.6391 -1.9432  -0.71
C 4.5354 2.5034 -0.5640  -0.80
C 3.5388 1.7438 0.0323  -0.63
P -0.6751 -1.8714 -0.2494  1.85
C -1.2838 -3.2086 -1.3073  0.65
C -1.3279 -4.5133 -0.8200  -0.75
C -1.7305 -5.5507 -1.6477  -0.70
C -2.0925 -5.2917 -2.9615  -0.63
C -2.0570 -3.9926 -3.4478  -0.83
C -1.6582 -2.9501 -2.6258  -0.55
C -0.7013 -2.5053 1.4359  0.39
C 0.4409 -3.0053 2.0536  -0.08
C 0.3824 -3.4317 3.3728  -0.50
C -0.8158 -3.3652 4.0697  -0.67
C -1.9580 -2.8672 3.4542  -0.73
C -1.9013 -2.4278 2.1414  -0.53
H 3.1261 -4.1282 -0.0226  0.48
H 4.9635 -4.0170 1.6424  0.40
H 6.3765 -0.4942 0.0760  0.42
H 4.5908 -0.4256 -1.6396  0.66
H -0.2393 0.8714 2.3582  0.47
H 0.2020 0.5154 4.7676  0.47
H 2.2747 -0.6153 5.4892  0.41
H 3.9274 -1.3781 3.8042  0.50
H 3.5013 -1.0130 1.4080  0.02
H 1.8785 0.7803 -2.7632  -0.19
H 3.6400 2.1378 -3.8084  0.50
H 5.3454 3.2469 -2.4045  0.45
H 5.2718 3.0002 0.0540  0.47
H 3.5071 1.6548 1.1101  0.44
H -1.0467 -4.7224 0.2044  0.41
H -1.7571 -6.5629 -1.2650  0.43
H -2.4065 -6.1022 -3.6066  0.39
H -2.3433 -3.7850 -4.4704  0.48
H -1.6297 -1.9451 -3.0239  0.47
H 1.3777 -3.0471 1.5085  0.26
H 1.2740 -3.8103 3.8566  0.47
H -0.8613 -3.6979 5.0989  0.39
H -2.8893 -2.8111 4.0025  0.44
H -2.7857 -2.0231 1.6632  0.55
O 1.1997 6.5056 -3.8106  -0.67
C 0.0062 6.2281 -3.6095  -0.11
O -1.0561 6.8291 -3.8102  -0.67
C -0.1427 4.8455 -2.9785  0.61
C 0.0876 4.6552 -1.6106  -0.79
C -0.0060 3.3974 -1.0649  -0.79
N -0.2774 2.3174 -1.8174  0.73
C -0.4862 2.4949 -3.1380  0.44
C -0.4679 3.7185 -3.7471  -0.55
C -0.8112 1.2193 -3.8566  0.26
O -1.0987 1.1285 -5.0140  -0.68
O -0.7325 0.1824 -3.0152  -0.12
H 0.3415 5.5007 -0.9857  0.48
H 0.1432 3.2196 -0.0074  0.62
H -0.6844 3.7950 -4.8037  0.61
O -2.9208 0.3864 -1.1125  -0.59
C -2.9419 1.0904 -0.0507  1.85
O -1.8313 1.3462 0.4957  -0.54
C -4.2180 1.5859 0.5061  0.05
C -5.4108 1.3602 -0.1724  -0.52
C -6.6024 1.8388 0.3477  -0.76
C -6.6075 2.5338 1.5475  -0.46
C -5.4056 2.7372 2.2038  -0.15
C -4.2030 2.2837 1.7058  -0.32
N -5.4071 3.4650 3.4888  1.07
O -4.3425 3.5971 4.0578  -0.61
O -6.4714 3.8818 3.8953  -0.62
H -5.3892 0.8173 -1.1079  0.55
H -7.5308 1.6745 -0.1817  0.42
H -7.5197 2.9183 1.9790  0.52
H -3.2801 2.4686 2.2345  0.63

Forces on atoms 1 to 3 (eV/Å):
Ti 0.06 0.43 -0.60
Te -0.01 -0.16 0.05
C 0.03 -0.02 -0.03

- frontier orbital gap (eV) = 6.25
- total energy (Eh) = -4261.73580
- lowest unoccupied orbital energy (eV) = -1.47
- net charge = 0
- highest occupied orbital energy (eV) = -7.72